{
  "formula": "C9H12Br6F9O9S3Ti",
  "method": "wB97M-V/def2-TZVPD",
  "symbols": ["Br", "Br", "Br", "Br", "Br", "Br", "Ti", "S", "S", "S", "F", "F", "F", "F", "F", "F", "F", "F", "F", "O", "O", "O", "O", "O", "O", "O", "O", "O", "C", "C", "C", "C", "C", "C", "C", "C", "C", "H", "H", "H", "H", "H", "H", "H", "H", "H", "H", "H", "H"],
  "coordinates": [[-3.45, 1.54, 4.17], [0.17, -1.32, -3.57], [-3.45, -1.05, -3.58], [2.22, -2.29, 4.72], [-5.04, -0.94, 2.31], [-1.88, -4.17, 3.77], [1.39, 1.21, -3.25], [4.68, 2.57, -2.68], [-1.86, 2.98, -2.66], [1.84, 0.51, 0.20], [-2.81, 4.22, -0.53], [-2.33, 2.11, -0.23], [-0.74, 3.61, -0.33], [-0.65, -0.22, 0.53], [4.81, 1.14, -4.92], [6.68, 1.35, -3.81], [0.57, -0.45, 2.30], [0.71, -1.88, 0.67], [5.14, 0.01, -3.13], [-3.13, 2.36, -2.95], [1.40, 1.82, 0.62], [-1.66, 4.28, -3.20], [5.42, 2.47, -1.46], [3.11, 0.16, 0.75], [3.24, 2.29, -2.54], [1.59, 0.19, -1.21], [-0.71, 2.08, -2.80], [4.95, 3.73, -3.48], [-3.15, -0.48, 2.14], [-2.25, -1.09, -2.06], [-2.57, -0.04, 3.45], [0.57, -0.58, 0.97], [-1.09, -2.03, -2.28], [-1.92, 3.26, -0.83], [0.61, -3.37, 4.82], [-0.11, -3.37, 3.51], [5.35, 1.20, -3.71], [0.85, -4.37, 5.17], [-1.88, -0.08, -1.90], [-0.25, -2.39, 3.07], [-1.52, 0.21, 3.31], [-2.68, -0.79, 4.23], [-0.58, -2.18, -1.32], [-1.41, -3.03, -2.55], [-2.59, -1.31, 1.71], [-3.14, 0.36, 1.45], [0.39, -3.99, 2.77], [-0.03, -2.86, 5.53], [-2.82, -1.36, -1.17]],
  "lowdin_spin": [0.000, 0.191, 0.003, 0.000, 0.000, 0.000, 2.491, 0.018, 0.012, 0.008, 0.000, 0.000, 0.000, 0.000, 0.026, 0.000, 0.000, 0.000, 0.007, 0.002, 0.001, 0.002, 0.001, 0.001, 0.049, 0.035, 0.052, 0.003, 0.000, 0.006, 0.000, 0.000, 0.072, 0.000, 0.000, 0.000, 0.007, 0.000, 0.001, 0.000, 0.000, 0.000, 0.002, 0.003, 0.000, 0.000, 0.000, 0.000, 0.003],
  "total_energy_ha": -19414.3874,
  "max_force_ev_per_a": 2.0,
  "lumo_ev": [3.283, 3.283],
  "multiplicity": 4,
  "homo_energy_ha": [-0.005, -0.183],
  "homo_lumo_gap_ev": [3.42, 8.25],
  "de_lowest_ev": 0.000,
  "total_charge": -2
}


{
  "formula": "C9H12Cl16IN4",
  "method": "wB97M-V/def2-TZVPD",
  "symbols": ["I", "Cl", "Cl", "Cl", "Cl", "Cl", "Cl", "Cl", "Cl", "Cl", "Cl", "Cl", "Cl", "Cl", "Cl", "Cl", "Cl", "N", "N", "N", "N", "C", "C", "C", "C", "C", "C", "C", "C", "C", "H", "H", "H", "H", "H", "H", "H", "H", "H", "H", "H", "H"],
  "coordinates": [[-7.01, 0.28, 2.13], [5.38, -9.95, -5.34], [1.77, -0.51, -2.62], [-0.70, -0.37, -1.09], [3.58, 1.02, 2.33], [4.18, -5.72, -0.49], [6.21, -8.37, -7.64], [4.41, 2.60, 0.03], [3.34, -3.89, -2.59], [2.20, -6.57, -2.45], [4.98, -6.21, -3.25], [5.12, 3.46, 2.72], [0.95, -2.77, -0.99], [6.92, -7.51, -4.95], [1.87, -0.31, 0.28], [8.19, -9.86, -6.11], [6.39, 1.11, 1.56], [-7.83, 2.10, 1.60], [-0.01, 1.99, 1.32], [-0.51, 3.24, 3.42], [-1.80, 3.86, 1.28], [4.87, 2.05, 1.66], [0.97, -0.99, -1.11], [-6.87, 3.26, 1.92], [-5.64, 3.41, 0.82], [6.67, -8.92, -6.01], [3.67, -5.60, -2.19], [-4.21, 2.73, 1.36], [-3.18, 3.89, 1.91], [-0.80, 3.07, 2.09], [-4.52, 2.09, 2.31], [-3.76, 2.02, 0.55], [-1.45, 4.81, 1.01], [-6.51, 3.25, 3.04], [-5.53, 4.54, 0.56], [-5.95, 2.85, -0.17], [-7.53, 4.24, 1.80], [-3.17, 3.83, 3.09], [0.70, 1.54, 1.93], [-1.11, 4.02, 3.77], [-0.65, 1.31, 0.87], [-3.64, 4.96, 1.65]],
  "lowdin_charge": [0.327, 0.516, 0.510, 0.559, 0.492, 0.515, 0.514, 0.514, 0.480, 0.516, 0.459, 0.515, 0.485, 0.471, 0.493, 0.510, 0.507, -0.715, 0.026, 0.060, -0.052, -1.996, -1.964, -0.532, -0.241, -1.998, -1.990, -0.213, -0.240, -0.369, 0.052, 0.097, 0.108, 0.069, 0.076, 0.096, 0.085, 0.110, 0.009, 0.020, 0.005, 0.117],
  "total_energy_ha": -8229.7277,
  "max_force_ev_per_a": 5.4,
  "lumo_ev": 0.869,
  "homo_energy_ha": -0.085,
  "homo_lumo_gap_ev": 3.18,
  "total_charge": -1
}


{
  "formula": "C9H12Cl2In2N2O4",
  "method": "wB97M-V/def2-TZVPD",
  "symbols": ["In", "In", "Cl", "Cl", "O", "O", "O", "O", "N", "N", "C", "C", "C", "C", "C", "C", "C", "C", "C", "H", "H", "H", "H", "H", "H", "H", "H", "H", "H", "H", "H"],
  "coordinates": [[0.00, 0.00, 0.00], [0.47, -0.43, -2.97], [2.05, 0.04, -1.24], [-0.87, 1.22, -1.87], [1.22, -1.62, 2.21], [-1.66, -0.99, -5.00], [-0.37, 1.73, 0.98], [2.22, -2.55, -4.17], [-1.33, 0.98, 2.96], [-0.44, 3.18, 2.69], [0.75, -0.99, 1.37], [-0.84, -0.78, -4.23], [-0.74, 1.94, 2.15], [-2.09, -0.16, 2.47], [-1.77, 2.56, 4.71], [1.55, -1.73, -3.71], [0.32, 4.14, 1.91], [-0.79, 3.54, 4.06], [-1.30, 1.17, 4.40], [-0.26, 1.03, 4.77], [-0.25, 4.42, 0.99], [-1.61, -1.12, 2.76], [0.51, 5.07, 2.49], [-1.26, 4.55, 4.10], [-2.31, -0.12, 1.39], [-1.83, 2.75, 5.80], [-1.94, 0.42, 4.92], [-3.11, -0.14, 2.92], [-2.79, 2.69, 4.27], [1.30, 3.71, 1.62], [0.15, 3.57, 4.65]],
  "lowdin_charge": [0.466, 0.455, 0.431, 0.449, 0.367, 0.361, -0.076, 0.362, 0.007, 0.072, -0.060, -0.112, -0.338, 0.026, -0.098, -0.113, 0.075, -0.062, -0.108, 0.172, 0.154, 0.132, 0.148, 0.183, 0.099, 0.174, 0.173, 0.162, 0.157, 0.147, 0.193],
  "total_energy_ha": -2059.3209,
  "max_force_ev_per_a": 13.9,
  "lumo_ev": [-16.215, -17.136],
  "homo_energy_ha": [-0.890, -0.779],
  "homo_lumo_gap_ev": [8.00, 4.05],
  "de_lowest_ev": 4.852,
  "total_charge": 4
}


{
  "formula": "C9H12Cl3N2OsSi",
  "method": "wB97M-V/def2-TZVPD",
  "symbols": ["Os", "Cl", "Cl", "Cl", "Si", "N", "N", "C", "C", "C", "C", "C", "C", "C", "C", "C", "H", "H", "H", "H", "H", "H", "H", "H", "H", "H", "H", "H"],
  "coordinates": [[-1.07, -0.25, -0.71], [2.04, -0.93, 12.34], [1.78, -4.21, 11.59], [1.26, -1.88, 9.20], [1.68, -2.35, 11.06], [0.49, 0.69, -1.47], [2.43, 1.85, -2.39], [-3.55, 0.21, -1.09], [-2.60, -1.42, -2.63], [-2.63, -1.89, -0.24], [-2.33, -2.29, -1.56], [3.61, 1.10, -2.89], [-3.24, -0.64, 0.00], [1.43, 1.25, -1.91], [2.46, 3.34, -2.47], [-3.21, -0.17, -2.39], [-3.53, -0.35, 1.00], [2.57, 3.62, -3.51], [-1.88, -3.25, -1.75], [-4.03, 1.16, -0.92], [-2.45, -2.57, 0.59], [3.74, 1.34, -3.95], [3.32, 3.69, -1.90], [3.45, 0.04, -2.76], [4.48, 1.42, -2.33], [-3.42, 0.49, -3.22], [-2.34, -1.72, -3.64], [1.54, 3.75, -2.06]],
  "lowdin_spin": [3.259, 0.000, 0.000, 0.000, 0.000, 0.116, 0.071, 0.075, 0.098, 0.039, 0.072, 0.007, 0.040, 0.079, 0.007, 0.098, 0.007, 0.002, 0.005, 0.005, 0.007, 0.002, 0.002, 0.000, 0.002, 0.002, 0.002, 0.000],
  "total_energy_ha": -2219.4003,
  "max_force_ev_per_a": 0.4,
  "lumo_ev": [-8.402, -10.968],
  "multiplicity": 5,
  "homo_energy_ha": [-0.661, -0.682],
  "homo_lumo_gap_ev": [9.58, 7.59],
  "de_lowest_ev": 0.558,
  "total_charge": 3
}


{
  "formula": "C9H12ClNO2",
  "method": "wB97M-V/def2-TZVPD",
  "symbols": ["Cl", "O", "O", "N", "C", "C", "C", "C", "C", "C", "C", "C", "C", "H", "H", "H", "H", "H", "H", "H", "H", "H", "H", "H", "H"],
  "coordinates": [[-1.61, -1.37, -2.89], [1.00, -0.15, 2.19], [-2.27, 0.09, 0.50], [2.44, 0.89, -0.95], [2.34, 0.52, 0.30], [0.19, 0.19, -1.42], [3.55, 0.64, 1.21], [-3.52, -0.51, 0.69], [0.09, -0.19, -0.01], [1.37, 0.82, -1.77], [-1.04, 0.21, -2.26], [-1.22, -0.85, 0.44], [1.14, 0.03, 0.87], [-1.49, -1.76, -0.22], [3.33, 1.17, 2.06], [-4.36, 0.22, 0.59], [-1.83, 0.67, -1.64], [-1.01, 0.87, -3.07], [-3.59, -0.95, 1.69], [4.36, 0.99, 0.66], [1.49, 1.20, -2.77], [-1.15, -1.29, 1.48], [1.70, 0.31, 2.66], [3.83, -0.34, 1.65], [-3.72, -1.40, 0.00]],
  "lowdin_charge": [0.567, 0.088, -0.202, 0.112, -0.262, -0.200, -0.005, -0.134, -0.036, -0.084, -0.521, -0.190, -0.234, 0.120, 0.042, 0.100, 0.087, 0.053, 0.084, 0.063, 0.107, 0.135, 0.104, 0.103, 0.104],
  "total_energy_ha": -1015.5340,
  "max_force_ev_per_a": 3.2,
  "lumo_ev": 0.586,
  "homo_energy_ha": -0.331,
  "homo_lumo_gap_ev": 9.58,
  "de_lowest_ev": 0.000
}


{
  "formula": "C9H12FN",
  "method": "wB97M-V/def2-TZVPD",
  "symbols": ["F", "N", "C", "C", "C", "C", "C", "C", "C", "C", "C", "H", "H", "H", "H", "H", "H", "H", "H", "H", "H", "H", "H"],
  "coordinates": [[1.00, 0.72, -1.28], [-0.42, 1.20, 3.32], [-1.22, 1.46, 2.45], [1.29, -1.45, -0.38], [1.54, -1.53, -2.93], [1.35, -2.30, 0.86], [1.44, -2.10, -1.70], [-1.92, 1.66, 1.40], [0.90, -0.18, -0.22], [-2.51, 2.45, -0.83], [-1.55, 2.28, 0.12], [1.16, -3.36, 0.89], [-3.45, 2.13, -0.56], [1.76, -3.12, -1.55], [-0.27, 1.73, 4.18], [0.40, 0.30, 0.66], [1.66, -2.00, -3.94], [0.94, -1.68, 1.64], [-0.55, 2.53, 0.08], [-2.91, 1.22, 1.54], [2.43, -2.21, 1.12], [1.15, -0.61, -3.09], [-2.19, 2.86, -1.79]],
  "lowdin_charge": [-0.031, 0.159, -0.225, -0.293, 0.041, -0.061, -0.104, -0.145, -0.061, 0.025, -0.170, 0.077, 0.026, 0.084, 0.077, 0.107, 0.073, 0.063, 0.070, 0.124, 0.099, 0.001, 0.064],
  "total_energy_ha": -504.5881,
  "max_force_ev_per_a": 4.2,
  "lumo_ev": 0.868,
  "homo_energy_ha": -0.305,
  "homo_lumo_gap_ev": 9.18,
  "de_lowest_ev": 3.316
}


{
  "formula": "C9H12FOP",
  "method": "wB97M-V/def2-TZVPD",
  "symbols": ["P", "F", "O", "C", "C", "C", "C", "C", "C", "C", "C", "C", "H", "H", "H", "H", "H", "H", "H", "H", "H", "H", "H", "H"],
  "coordinates": [[0.55, 4.35, -0.55], [-1.44, 3.47, 1.58], [-2.44, 3.11, -0.39], [0.12, -1.06, 0.78], [-0.42, -1.72, -1.64], [-0.36, -0.68, -0.45], [0.19, -0.13, 1.83], [-0.69, 0.66, -0.64], [-0.79, 1.53, 0.43], [-1.35, 2.83, 0.26], [0.71, -2.44, 1.14], [-0.34, 1.09, 1.70], [-2.58, 4.11, -0.19], [0.61, -2.13, -1.84], [-0.84, -2.63, -1.35], [1.37, -2.55, 0.35], [0.55, -0.34, 2.85], [1.36, 3.13, -0.18], [-0.82, -1.23, -2.57], [1.09, -2.39, 2.16], [-0.11, 1.58, 2.64], [0.46, 4.73, 0.90], [-0.20, -3.12, 1.10], [-1.16, 0.89, -1.55]],
  "lowdin_charge": [0.636, -0.102, 0.062, -0.229, -0.021, -0.195, -0.065, 0.013, -0.219, -0.491, -0.019, -0.028, 0.179, 0.090, 0.038, 0.046, 0.124, -0.155, 0.095, 0.072, 0.118, -0.168, 0.109, 0.111],
  "total_energy_ha": -866.4706,
  "max_force_ev_per_a": 5.5,
  "lumo_ev": [-0.307, -0.307],
  "homo_energy_ha": [-0.287, -0.287],
  "homo_lumo_gap_ev": [7.49, 7.49],
  "de_lowest_ev": 2.177
}


{
  "formula": "C9H12FP",
  "method": "wB97M-V/def2-TZVPD",
  "symbols": ["P", "F", "C", "C", "C", "C", "C", "C", "C", "C", "C", "H", "H", "H", "H", "H", "H", "H", "H", "H", "H", "H", "H"],
  "coordinates": [[1.25, 1.22, 1.26], [-3.42, -0.64, 0.90], [-2.40, 2.00, -0.07], [-1.84, -0.01, -1.19], [-0.45, 0.82, 0.71], [-1.37, 1.86, 0.81], [-1.06, -0.40, 0.05], [2.88, 0.15, -0.76], [-2.52, 1.12, -1.24], [-2.29, -1.32, 0.70], [2.09, -0.27, 0.55], [2.14, 0.17, -1.59], [-2.35, -2.12, -0.11], [-0.36, -1.19, -0.21], [1.30, -1.04, 0.33], [3.06, -0.56, 1.10], [-2.02, -0.80, -1.99], [-3.30, 1.33, -2.06], [-3.04, 2.85, 0.04], [-1.14, 2.72, 1.46], [3.58, -0.72, -0.98], [-2.00, -1.64, 1.70], [3.33, 1.10, -0.71]],
  "lowdin_charge": [0.994, -0.001, -0.074, -0.117, -0.445, -0.206, -0.255, -0.196, -0.107, -0.173, -0.528, 0.060, 0.135, 0.098, 0.042, 0.077, 0.134, 0.136, 0.093, 0.102, 0.083, 0.122, 0.025],
  "total_energy_ha": -791.2173,
  "max_force_ev_per_a": 3.7,
  "lumo_ev": [-0.541, -0.542],
  "homo_energy_ha": [-0.271, -0.271],
  "homo_lumo_gap_ev": [6.84, 6.83],
  "de_lowest_ev": 0.358
}